1.
16
Properties=species:S:1:pos:R:3:forces:R:3:lowdin_charge:R:1 method="wB97M-V/def2-TZVPD" orbital_gap_ha=0.3550 total_energy_ha=-321.9618 total_charge=0 spin_multiplicity=1 mol_weight_da=99.14
C -0.718928 1.142070 -0.023033 -1.8 -1.8 1.0 -0.132
C 0.090933 -0.158344 -0.100623 -0.3 -1.3 1.4 -0.579
C 0.910864 -0.132810 -1.337110 1.3 -3.1 -1.0 -0.075
C 0.838284 -0.236966 1.303598 0.9 0.8 -2.6 -0.033
N -2.106792 0.717064 0.097759 -1.0 1.4 -0.2 -0.059
N -2.407793 -0.411292 0.094467 1.7 -2.4 -0.7 0.111
N -0.874361 -1.303408 -0.306342 -1.6 2.6 0.6 0.038
H -0.660245 1.569260 0.963174 0.9 1.1 0.1 0.106
H -0.679880 1.799276 -0.854478 0.4 0.8 -0.5 0.110
H 1.140202 0.784086 -1.748781 0.1 2.4 -0.7 0.034
H 0.325702 -0.740675 -2.116916 1.3 0.8 1.0 0.112
H 1.945531 -0.534234 -1.153124 -1.0 -0.3 -0.3 0.095
H 1.566004 -1.060232 1.337000 -0.9 -0.3 0.5 0.083
H 0.049706 -0.076823 2.000532 -0.3 -0.9 1.2 0.062
H 1.486955 0.642058 1.418145 -0.1 0.1 -0.2 0.078
H -0.906182 -1.999031 0.425734 0.4 0.1 0.5 0.051

***

2.
12
Properties=species:S:1:pos:R:3:forces:R:3:lowdin_charge:R:1 method="wB97M-V/def2-TZVPD" orbital_gap_ha=0.3230 total_energy_ha=-360.5270 total_charge=0 spin_multiplicity=1 mol_weight_da=99.09
C 0.246271 0.774993 1.335856 3.5 0.7 -0.4 -0.201
C -1.971811 0.246138 0.702974 -2.4 -1.6 0.4 0.012
C -0.691252 0.072594 0.816975 -0.8 -0.7 0.2 -0.140
C 0.684898 -1.151479 -1.327342 1.5 -3.5 1.1 -0.472
N 1.303987 1.304507 1.567578 -1.9 1.2 1.1 0.184
O 1.329515 -0.009844 -1.227395 1.0 0.0 0.4 0.067
O -0.254509 -1.373487 -2.025413 -0.3 0.2 -0.2 0.069
H -2.659848 -0.576811 0.402176 0.6 0.9 -0.5 0.075
H -2.439565 1.083946 1.182991 -0.4 0.4 0.0 0.057
H 1.290586 -2.011940 -0.750722 -1.4 1.8 -0.8 0.179
H 0.952948 0.507817 -1.919180 -0.6 1.4 -0.9 0.109
H 2.208781 1.133568 1.241502 1.3 -0.8 -0.4 0.060

***

3.
8
Properties=species:S:1:pos:R:3:forces:R:3:lowdin_charge:R:1 method="wB97M-V/def2-TZVPD" orbital_gap_ha=0.3784 total_energy_ha=-262.2774 total_charge=+1 spin_multiplicity=1 mol_weight_da=71.06
C 1.423273 -1.213479 0.034231 4.9 6.5 2.2 0.040
C 0.315843 -0.401496 0.164411 -1.8 -3.8 -1.2 -0.041
N 2.559233 -0.401817 -0.160758 -4.7 0.9 1.5 0.248
N 0.613912 0.786024 0.108478 2.2 4.3 0.3 0.193
O 2.075978 0.900994 -0.011636 -1.4 -1.4 0.4 0.068
H 1.420675 -1.797634 -0.710618 0.1 -6.9 -4.2 0.068
H -0.627008 -0.815890 -0.146304 -0.8 0.3 0.9 0.183
H -0.081974 1.564722 0.049444 1.5 0.1 0.1 0.241

***

4.
38
Properties=species:S:1:pos:R:3:forces:R:3:lowdin_charge:R:1 method="wB97M-V/def2-TZVPD" orbital_gap_ha=0.3353 total_energy_ha=-1389.8219 total_charge=0 spin_multiplicity=1 mol_weight_da=320.37
C -4.196374 -2.873785 0.525419 0.1 -0.2 0.0 -0.079
H -3.411242 -2.719930 1.271556 0.0 0.0 0.0 0.099
O -5.114376 -1.804215 0.509617 -0.2 0.3 0.0 -0.079
C -4.651110 -0.554286 0.251371 -0.1 0.2 -0.1 -0.263
C -5.600562 0.471077 0.287356 0.1 -0.2 0.0 0.002
C -5.225982 1.779757 0.064686 0.0 -0.1 0.0 -0.065
C -3.903834 2.095293 -0.203906 0.3 0.0 -0.1 -0.023
C -2.962366 1.078259 -0.272169 -0.4 0.1 0.2 -0.138
C -3.328186 -0.245925 -0.041116 -0.1 -0.2 0.0 0.037
H -2.564278 -1.008184 -0.035663 0.0 -0.1 0.0 0.102
C -1.536593 1.397414 -0.524417 0.1 0.2 -0.1 -0.453
O -0.931227 2.328706 -0.033363 -0.1 0.1 0.1 0.084
N -0.930802 0.594546 -1.460022 0.1 -0.4 -0.2 0.009
H -1.343922 -0.285896 -1.734091 -0.1 0.2 -0.1 0.133
N 0.471800 0.548429 -1.471034 0.4 -0.4 0.3 -0.085
H 0.770591 1.452514 -1.099563 0.1 0.0 0.0 0.102
S 0.904963 -0.702383 -0.347311 -0.1 0.2 -0.1 0.679
O 0.126622 -0.536212 0.848371 0.3 0.2 0.3 -0.285
O 0.721383 -1.927597 -1.068533 0.3 0.0 -0.2 -0.295
C 2.624985 -0.371192 -0.052364 -0.7 0.0 -0.2 -0.292
C 2.966272 0.515550 0.949573 0.0 0.1 0.2 -0.046
C 4.302070 0.812354 1.155018 -0.1 -0.1 -0.1 -0.024
C 5.287992 0.230600 0.362912 -0.1 0.0 0.0 -0.263
C 4.912860 -0.657120 -0.642810 -0.1 0.0 0.1 -0.025
C 3.580341 -0.959888 -0.856566 0.1 -0.1 -0.1 -0.044
H 3.263476 -1.649226 -1.622269 0.0 -0.1 -0.1 0.116
H 5.672873 -1.113388 -1.259528 0.1 -0.1 -0.1 0.117
C 6.730910 0.567748 0.572189 0.0 0.0 0.0 -0.044
H 7.026112 1.362852 -0.112773 0.1 0.0 0.0 0.090
H 7.363031 -0.294480 0.374636 0.1 0.0 0.0 0.081
H 6.907755 0.913729 1.587048 0.1 0.0 0.1 0.079
H 4.583791 1.500364 1.938083 0.0 0.1 0.1 0.117
H 2.186296 0.946090 1.557803 -0.1 0.1 0.1 0.120
H -3.593776 3.115212 -0.366695 0.0 0.1 0.0 0.118
H -5.968555 2.562051 0.108031 -0.1 0.1 0.0 0.107
H -6.623717 0.210817 0.508040 -0.1 0.0 0.0 0.119
H -4.779132 -3.754776 0.789574 0.1 0.0 0.0 0.094
H -3.738079 -3.024890 -0.457087 0.0 0.0 0.0 0.097

***

5.
61
Properties=species:S:1:pos:R:3:forces:R:3:lowdin_charge:R:1 method="wB97M-V/def2-TZVPD" orbital_gap_ha=0.2521 total_energy_ha=-2480.3759 total_charge=+2 spin_multiplicity=1 mol_weight_da=722.70
Zr -0.275577 1.617113 0.577566 -0.4 0.2 0.1 1.210
N 1.201147 5.476387 0.188205 0.0 0.0 0.0 0.110
C 0.317845 4.472829 0.230312 -0.1 -0.3 0.1 -0.893
S 0.108968 3.695405 1.833993 0.1 0.1 0.0 0.594
N -0.270193 4.108403 -0.879332 0.0 0.2 -0.2 -0.025
N -1.166554 3.051631 -0.725036 0.4 0.0 0.2 -0.219
C -2.323890 3.125221 -1.290820 -0.1 -0.1 0.0 0.010
C -3.374178 2.177651 -1.037204 0.1 0.1 0.0 -0.134
C -4.575385 2.283027 -1.755082 0.0 0.0 0.0 -0.002
C -5.647642 1.473563 -1.454607 0.0 0.0 0.1 -0.040
C -5.541038 0.564032 -0.401223 -0.1 0.1 -0.1 -0.024
C -4.371289 0.449738 0.328758 0.1 -0.1 0.1 0.000
C -3.280492 1.238679 0.007442 -0.1 -0.1 0.0 -0.285
O -2.128149 1.110951 0.710213 0.1 0.0 -0.1 -0.279
H 1.582785 5.847713 1.040801 0.0 0.0 0.0 0.104
H 1.263451 6.033142 -0.650735 0.0 0.0 0.0 0.127
H -2.512415 3.983279 -1.932916 0.0 0.0 0.0 0.157
H -4.642768 3.021048 -2.545128 0.0 0.0 0.0 0.129
H -6.569433 1.556641 -2.012186 0.0 0.0 0.0 0.121
H -6.390325 -0.056440 -0.146608 0.0 0.0 0.0 0.124
H -4.281359 -0.245350 1.153539 0.0 0.0 0.0 0.132
I 2.280148 1.946577 -1.047560 -0.2 0.0 0.0 1.190
C 3.711441 0.660268 -0.160108 -0.2 0.2 -0.1 -0.551
C 4.889570 1.305309 0.088712 0.1 -0.2 0.0 -0.142
C 6.041253 0.551776 0.397560 0.0 0.2 0.0 -0.038
C 5.984425 -0.804915 0.347809 0.0 -0.1 0.0 0.004
C 4.768664 -1.480487 0.080465 -0.1 0.0 0.0 -0.139
C 4.754035 -2.891148 -0.036920 0.1 0.0 0.0 0.015
C 3.606683 -3.573079 -0.309724 -0.1 -0.1 0.0 -0.029
C 2.391771 -2.871966 -0.356679 0.0 0.1 0.0 -0.053
C 2.351459 -1.503193 -0.218111 0.1 0.1 0.0 -0.306
P 0.756702 -0.805604 0.205554 -0.3 -0.2 0.0 0.928
C -0.453385 -1.121103 -1.109728 0.1 0.1 -0.1 -0.379
C -1.737941 -1.605441 -0.855943 0.0 0.0 -0.1 -0.090
C -2.652862 -1.707843 -1.893094 0.0 0.0 0.0 -0.053
C -2.308714 -1.309794 -3.177916 0.0 0.0 0.0 -0.040
C -1.037309 -0.812963 -3.435168 0.0 0.0 0.0 -0.050
C -0.111632 -0.718614 -2.408604 0.0 -0.1 0.0 -0.109
C 0.143455 -1.518801 1.744057 0.0 0.1 0.0 -0.368
C 0.124152 -0.631848 2.826745 0.0 -0.1 -0.1 -0.138
C -0.395814 -1.012236 4.054828 0.0 0.0 0.0 -0.044
C -0.896131 -2.296176 4.205033 0.0 0.0 0.0 -0.033
C -0.867522 -3.192660 3.140836 0.0 0.0 0.0 -0.032
C -0.354764 -2.809054 1.911744 0.0 0.0 0.0 -0.075
C 3.558343 -0.749550 -0.099710 0.3 -0.1 0.0 -0.204
H 4.959189 2.381565 0.013459 0.0 0.0 0.0 0.097
H 6.968674 1.063768 0.613054 0.0 0.0 0.0 0.125
H 6.877456 -1.396087 0.505978 0.0 0.0 0.0 0.132
H 5.690300 -3.423189 0.079405 0.0 0.0 0.0 0.133
H 3.619210 -4.646669 -0.435262 0.0 0.0 0.0 0.124
H 1.464189 -3.421493 -0.468326 0.0 0.0 0.0 0.114
H -2.031427 -1.901724 0.141886 0.0 0.0 0.0 0.104
H -3.639513 -2.104519 -1.693117 0.0 0.0 0.0 0.120
H -3.028541 -1.396821 -3.980863 0.0 0.0 0.0 0.120
H -0.761895 -0.516564 -4.438493 0.0 0.0 0.0 0.120
H 0.891302 -0.373454 -2.626638 0.0 0.0 0.0 0.074
H 0.614909 0.342118 2.745213 0.0 0.1 0.0 0.077
H -0.395985 -0.324505 4.889485 0.0 0.0 0.0 0.123
H -1.300746 -2.605006 5.159471 0.0 0.0 0.0 0.123
H -1.247275 -4.197053 3.271883 0.0 0.0 0.0 0.123
H -0.349382 -3.512483 1.088809 0.0 0.0 0.0 0.113

***

6.
17
Properties=species:S:1:pos:R:3:forces:R:3:lowdin_charge:R:1 method="wB97M-V/def2-TZVPD" orbital_gap_ha=0.3039 total_energy_ha=-611.8102 total_charge=0 spin_multiplicity=1 mol_weight_da=105.21
C -2.606921 -0.080026 -0.827471 1.2 -1.6 -0.3 -0.155
C -1.153394 1.152520 0.682109 -2.1 -0.1 -1.4 -0.148
C 3.603687 -0.846245 0.069116 -0.7 -1.9 3.1 -0.027
C -1.999197 -0.075125 0.553926 -0.1 -0.9 -1.5 -0.561
N -0.951947 -2.399518 -0.554938 0.2 -1.5 -1.4 -0.437
S -0.750717 -1.562866 0.608692 -0.7 1.6 1.5 0.864
H -2.199180 0.553904 -1.545172 1.1 1.8 -0.7 0.059
H -2.485666 -0.990762 -1.383201 0.6 -1.3 0.2 0.040
H -3.612656 -0.003741 -0.969569 -3.1 0.8 0.7 0.046
H -0.642016 1.307052 -0.259891 -0.3 0.7 -0.2 0.088
H -0.422595 1.125720 1.365261 2.8 -0.5 3.0 0.016
H -1.837053 1.892371 1.044050 -0.1 1.2 -0.5 0.087
H 4.013482 -1.633312 0.797645 -0.5 1.4 -1.0 0.063
H 4.088448 0.071603 0.117745 0.9 1.6 0.5 -0.008
H 3.698963 -1.184290 -0.881229 0.5 -1.3 -3.0 -0.028
H -2.845103 -0.142789 1.237029 0.5 -0.3 0.7 0.106
H 2.535183 -0.746909 0.224088 -0.1 0.2 0.3 -0.004

***

7.
80
Properties=species:S:1:pos:R:3:forces:R:3:lowdin_charge:R:1 method="wB97M-V/def2-TZVPD" orbital_gap_ha=0.3336 total_energy_ha=-1944.3622 total_charge=0 spin_multiplicity=1 mol_weight_da=530.77
C 0.630708 -2.379416 0.642159 0.4 1.1 -3.3 -0.037
C 0.602854 -1.672464 -0.674623 -0.6 -1.6 2.9 -0.136
C -0.780702 -1.263960 -1.497425 0.8 0.4 0.5 -0.168
C -1.886472 -0.476598 -0.577706 -0.1 -0.1 0.5 -0.257
C -1.812403 1.135710 -0.884127 2.0 0.0 -0.1 -0.196
O -3.120695 1.805779 -0.949181 -0.2 -1.9 -2.0 -0.281
S -3.951187 1.244429 -2.348064 -1.9 3.8 -4.1 0.857
O -3.145138 1.475878 -3.674295 -2.1 -1.2 5.3 -0.372
O -5.300113 2.018745 -2.389452 4.7 -3.1 1.0 -0.367
C -4.165149 -0.627222 -2.103762 0.7 -1.9 0.0 -0.294
C -5.708304 -1.146762 -2.290348 -0.9 0.1 -0.2 -0.192
C -6.490704 -1.526111 -0.900991 -1.1 0.0 -0.2 -0.247
C -6.729412 -0.228349 0.111323 -0.9 -0.8 0.1 -0.120
C -3.431313 -1.102905 -0.717169 1.1 0.2 0.4 -0.136
H 1.406228 -3.281159 0.731747 -1.1 2.8 0.3 0.060
H -0.062687 -2.154264 1.558230 0.7 -1.0 -2.4 0.056
H 1.632306 -1.430368 -1.180059 -2.2 -1.4 0.5 0.089
H -1.234701 -2.282632 -1.907176 1.0 2.2 0.9 0.122
H -0.446465 -0.590389 -2.410246 -0.9 -1.5 1.8 0.116
H -1.576391 -0.606004 0.567569 -0.8 0.1 -2.6 0.136
H -1.171477 1.639434 -0.028329 -1.7 -0.8 -1.7 0.150
H -1.236625 1.385131 -1.896322 -1.3 -0.8 2.1 0.131
H -3.540589 -1.120497 -2.993777 -1.2 1.6 1.9 0.150
H -6.378919 -0.325124 -2.836588 1.7 -1.6 1.2 0.130
H -5.700177 -2.083845 -3.029015 0.2 2.0 1.7 0.129
H -7.589682 -1.866647 -1.219667 2.5 0.6 0.5 0.089
H -6.040317 -2.465043 -0.328379 -0.7 2.2 -1.3 0.114
H -6.105949 -0.390354 1.090607 -1.1 0.7 -1.9 0.070
H -7.878106 -0.240395 0.430860 2.5 0.0 -0.6 0.079
H -6.555373 0.800518 -0.418194 0.0 -2.0 1.1 0.076
H -3.270399 -2.281657 -0.723890 -0.7 2.5 -0.1 0.139
H -4.002744 -0.797110 0.268222 0.9 -0.6 -2.3 0.117
C 4.586875 -3.505044 -0.355616 0.1 0.2 0.0 -0.103
C 5.570535 -3.062672 0.528401 0.0 0.1 -0.1 -0.091
C 6.408758 -2.007640 0.169097 -0.1 0.0 -0.1 -0.092
C 6.256599 -1.387914 -1.071589 -0.1 -0.2 0.1 -0.093
C 5.270424 -1.827886 -1.954069 0.0 -0.1 0.1 -0.095
C 4.438291 -2.889043 -1.598473 0.1 0.1 0.1 -0.108
H 3.936033 -4.329548 -0.076614 0.1 0.1 0.0 0.096
H 5.684519 -3.541129 1.497923 0.0 0.1 -0.2 0.101
H 7.179503 -1.667590 0.855414 -0.1 0.0 -0.1 0.087
H 6.906526 -0.562500 -1.349795 -0.1 -0.1 0.0 0.095
H 5.150920 -1.343750 -2.920237 0.0 -0.1 0.1 0.101
H 3.673745 -3.235137 -2.288454 0.1 0.0 0.1 0.099
C 10.341617 0.566205 2.756424 0.0 0.1 -0.2 -0.092
C 8.994323 0.484658 2.405831 0.1 0.1 -0.1 -0.102
C 8.573380 0.912293 1.146964 0.2 0.0 0.0 -0.122
C 9.502285 1.412796 0.234195 0.0 -0.1 0.2 -0.093
C 10.850168 1.490817 0.583496 -0.1 0.0 0.1 -0.093
C 11.269693 1.071819 1.845790 -0.2 0.0 0.0 -0.093
H 10.668786 0.236007 3.738857 -0.1 0.1 -0.1 0.101
H 8.271602 0.088238 3.114641 0.1 0.1 -0.1 0.101
H 7.522529 0.854875 0.876539 0.1 0.0 0.0 0.089
H 9.175162 1.741542 -0.748673 0.0 0.0 0.1 0.101
H 11.574169 1.879368 -0.128542 -0.1 -0.1 0.1 0.101
H 12.319013 1.137890 2.119558 -0.1 0.0 0.0 0.101
C -12.473713 0.247662 -0.835308 0.1 -0.2 0.0 -0.095
C -11.385613 -0.018760 -1.665864 0.0 -0.1 0.1 -0.093
C -10.587010 -1.138020 -1.432838 -0.2 0.0 0.1 -0.106
C -10.882792 -1.997127 -0.374081 -0.1 0.2 -0.1 -0.102
C -11.973178 -1.732698 0.454183 0.0 0.1 -0.1 -0.098
C -12.766245 -0.608302 0.226755 0.2 0.0 -0.1 -0.097
H -13.093840 1.121926 -1.015166 0.1 -0.1 0.0 0.101
H -11.159303 0.646961 -2.495012 0.0 -0.1 0.1 0.102
H -9.735268 -1.341652 -2.076096 -0.1 0.0 0.1 0.088
H -10.263467 -2.872103 -0.195296 -0.1 0.1 0.0 0.099
H -12.204504 -2.403200 1.278237 0.0 0.1 -0.1 0.100
H -13.612340 -0.399606 0.875567 0.1 0.0 -0.1 0.100
C 4.292053 5.189899 2.306929 0.1 -0.2 0.0 -0.098
C 5.380153 4.923477 1.476372 0.0 -0.1 0.1 -0.096
C 6.178755 3.804217 1.709399 -0.2 0.0 0.1 -0.092
C 5.882974 2.945110 2.768155 -0.1 0.2 -0.1 -0.092
C 4.792588 3.209538 3.596419 0.0 0.1 -0.1 -0.095
C 3.999520 4.333934 3.368992 0.1 0.0 -0.1 -0.099
H 3.671926 6.064162 2.127071 0.1 -0.1 0.0 0.100
H 5.606463 5.589197 0.647224 0.0 -0.1 0.1 0.100
H 7.030498 3.600585 1.066140 -0.1 0.0 0.1 0.092
H 6.502299 2.070133 2.946940 -0.1 0.1 0.0 0.081
H 4.561262 2.539036 4.420473 0.0 0.1 -0.1 0.100
H 3.153426 4.542631 4.017803 0.1 0.0 -0.1 0.099

***

8.
21
Properties=species:S:1:pos:R:3:forces:R:3:lowdin_charge:R:1 method="wB97M-V/def2-TZVPD" orbital_gap_ha=0.2408 total_energy_ha=-345.3140 total_charge=0 spin_multiplicity=1 mol_weight_da=106.17
C -2.967397 -0.061381 -0.515084 -1.1 0.1 -0.3 -0.124
C -1.615334 0.161748 0.125931 0.8 -1.1 -0.5 -0.254
C -0.452463 0.822382 -0.658758 -0.8 -0.4 1.1 -0.250
N 0.715956 0.796257 0.234164 1.3 -0.1 -1.1 -0.082
C 1.920648 0.564704 -0.598592 -0.2 0.0 -1.1 -0.372
N 3.192891 0.238783 0.051773 -1.5 0.6 2.1 0.002
H -3.024506 -0.405990 -1.559908 0.7 0.2 0.2 0.076
H -3.528602 -0.827954 0.032541 0.3 0.1 0.1 0.071
H -3.605871 0.813667 -0.458168 0.0 0.4 -0.1 0.062
H -1.184222 -0.859427 0.204727 -0.3 0.4 0.5 0.087
H -1.733306 0.526860 1.143080 0.1 0.3 0.0 0.110
H -0.372479 0.106663 -1.480815 0.5 0.3 -0.6 0.098
H -0.552491 1.838069 -1.045552 -0.4 -0.1 0.0 0.116
H 0.687669 -0.029117 0.805778 -0.6 -0.2 0.7 0.000
H 2.073383 1.453633 -1.202739 0.1 0.2 -0.2 0.110
H 1.703829 -0.221479 -1.369152 0.2 0.0 0.4 0.102
H 2.914058 -0.351502 0.854779 0.4 -0.7 -0.6 0.046
H 3.347662 1.048573 0.667815 0.6 0.3 -0.7 0.073
H 0.516167 -1.803741 2.732700 0.1 2.0 -0.5 -0.010
H 1.196279 -1.805284 0.213450 -1.3 0.5 4.9 0.440
O 0.768136 -2.005462 1.822040 1.3 -2.7 -4.5 -0.303

***

9.
8
Properties=species:S:1:pos:R:3:forces:R:3:lowdin_charge:R:1 method="wB97M-V/def2-TZVPD" orbital_gap_ha=0.2992 total_energy_ha=-606.1316 total_charge=0 spin_multiplicity=1 mol_weight_da=89.12
C 1.691846 -0.798511 0.983774 -1.1 2.4 -2.4 -0.545
C -1.800596 0.305416 -0.396055 0.9 1.4 -1.3 -0.457
N -1.568052 1.131057 -1.219839 0.2 0.9 -1.6 0.196
O -1.986497 -0.326572 0.539902 -0.7 -1.8 1.8 0.157
S 2.308484 0.585182 0.356956 0.2 -0.6 0.9 0.561
H 1.665220 -1.539099 0.177221 0.1 -0.9 1.2 -0.012
H -1.199017 1.284844 -2.159651 -0.4 -0.5 1.0 0.102
H 0.888612 -0.642319 1.717691 0.7 -0.9 0.3 -0.001